(1)
83
Properties=species:S:1:pos:R:3 method="wB97M-V/def2-TZVPD" gap_ev="5.08 / 5.98" spin_multiplicity=2 e_lumo_ev="2.16 / 2.16" total_charge=-1 e_above_lowest_kj_mol=261.2 mol_weight_g_mol=709.5
Ti 0.17 0.55 -0.16
N 0.66 -1.65 0.86
C 0.48 -1.79 2.31
C 1.30 -0.69 2.90
N 0.77 0.53 2.31
H 0.06 -2.25 0.31
H 1.63 -1.81 0.61
H 0.79 -2.75 2.71
H -0.58 -1.66 2.56
H 2.32 -0.82 2.56
H 1.30 -0.68 3.99
H 1.37 1.32 2.51
H -0.14 0.75 2.68
O 1.30 3.02 1.24
C 2.05 2.40 0.50
O 1.57 1.67 -0.50
C 3.53 2.46 0.69
C 4.02 3.73 1.01
C 5.38 3.98 1.13
C 6.26 2.92 0.93
C 5.80 1.65 0.65
C 4.42 1.33 0.55
S 3.99 -0.35 0.38
H 3.30 4.52 1.15
H 5.74 4.97 1.37
H 7.33 3.10 0.99
H 6.50 0.84 0.50
N -1.07 0.83 -5.07
C 0.08 0.80 -4.40
N -0.13 1.17 -3.16
C -1.47 1.44 -3.13
N -2.09 1.23 -4.28
C -2.06 1.97 -1.92
C -3.31 2.55 -1.92
N -3.82 3.26 -0.92
C -2.96 3.42 0.14
C -1.74 2.83 0.21
N -1.23 2.03 -0.80
H -1.26 0.58 -6.02
H 1.03 0.50 -4.83
H -3.93 2.43 -2.81
H -3.30 4.05 0.95
H -1.10 2.98 1.06
C -8.92 1.75 4.16
C -8.25 0.54 4.74
O -8.59 -0.57 4.53
S -6.78 0.91 5.81
C -5.51 0.61 4.58
C -4.57 1.61 4.36
C -3.57 1.43 3.42
C -3.50 0.25 2.67
C -4.44 -0.75 2.91
C -5.44 -0.58 3.86
C -2.46 0.09 1.69
C -1.56 -0.03 0.86
H -9.86 1.49 3.69
H -8.24 2.18 3.41
H -9.07 2.50 4.93
H -4.63 2.54 4.92
H -2.84 2.21 3.24
H -4.40 -1.67 2.33
H -6.16 -1.37 4.05
C -0.65 -3.02 -3.73
C 0.32 -3.16 -2.56
C 0.34 -4.59 -2.08
O -0.18 -2.31 -1.51
B 0.51 -1.10 -1.53
O 1.56 -1.18 -2.43
C 1.72 -2.55 -2.85
C 2.12 -2.60 -4.31
C 2.82 -3.16 -2.01
H -1.66 -3.28 -3.38
H -0.39 -3.68 -4.57
H -0.68 -1.99 -4.08
H -0.68 -4.93 -1.90
H 0.91 -4.69 -1.15
H 0.79 -5.25 -2.84
H 1.44 -2.02 -4.94
H 2.14 -3.63 -4.67
H 3.13 -2.18 -4.42
H 2.56 -3.15 -0.95
H 3.72 -2.54 -2.11
H 3.05 -4.18 -2.32

=====

(2)
12
Properties=species:S:1:pos:R:3 method="wB97M-V/def2-TZVPD" gap_ev="5.76 / 5.76" e_lumo_ev="6.36 / 6.36" total_charge=-2 e_above_lowest_kj_mol=381.8 mol_weight_g_mol=146.0
C 0.46 -0.70 -0.37
C 1.47 -0.35 -1.35
C -0.13 0.20 0.42
N 1.89 0.88 -1.40
N 1.49 1.91 -0.89
O -1.77 -1.48 1.70
O -1.70 1.03 2.29
O -2.54 0.20 -0.01
P -1.73 -0.06 1.24
H 0.15 -1.74 -0.14
H 2.01 -1.16 -1.83
H 0.39 1.26 0.33

=====

(3)
10
Properties=species:S:1:pos:R:3 method="wB97M-V/def2-TZVPD" gap_ev=5.72 e_lumo_ev=-6.81 total_charge=+1 e_above_lowest_kj_mol=0.0 mol_weight_g_mol=95.1
O 1.06 -0.81 0.13
C -0.10 -0.27 0.34
C -1.28 -0.95 0.41
C -2.40 -0.43 1.11
C -3.26 -0.10 1.91
H -0.11 0.81 0.57
H -1.29 -2.01 0.13
H 1.92 -3.43 1.19
Al 1.80 -2.08 0.44
H -4.12 0.20 2.48

=====

(4)
192
Properties=species:S:1:pos:R:3 method="wB97M-V/def2-TZVPD" gap_ev=8.80 e_lumo_ev=0.46 e_above_lowest_kj_mol=890.6 mol_weight_g_mol=1065.5 smiles=COCCNCCOC.COCCNCCOC.COCCNCCOC.COCCNCCOC.COCCNCCOC.COCCNCCOC.COCCNCCOC.COCCNCCOC
C 1.24 -6.21 2.81
O 0.55 -7.03 1.87
C 0.36 -6.41 0.55
C 1.70 -5.98 -0.19
N 2.65 -7.05 -0.54
C 3.37 -7.70 0.55
C 4.53 -8.48 -0.01
O 5.94 -7.94 0.27
C 6.83 -8.63 -0.48
H 0.88 -6.16 3.84
H 1.47 -5.18 2.53
H 2.12 -6.85 2.89
H -0.26 -5.54 0.76
H -0.03 -7.19 -0.10
H 2.21 -5.14 0.29
H 1.28 -5.62 -1.13
H 3.24 -6.69 -1.27
H 2.70 -8.24 1.21
H 3.93 -6.93 1.09
H 4.52 -8.52 -1.10
H 4.57 -9.52 0.32
H 6.65 -9.66 -0.19
H 7.86 -8.39 -0.21
H 6.86 -8.71 -1.57
C 1.25 -1.95 -12.24
O 2.25 -2.21 -11.24
C 3.00 -1.13 -10.77
C 4.30 -1.63 -10.20
N 4.20 -2.51 -9.04
C 3.83 -1.97 -7.72
C 4.56 -0.77 -7.24
O 4.39 -0.52 -5.86
C 5.39 0.41 -5.31
H 1.65 -1.33 -13.04
H 0.57 -1.25 -11.75
H 0.84 -2.86 -12.68
H 2.47 -0.50 -10.06
H 3.11 -0.35 -11.52
H 5.03 -0.85 -9.99
H 4.81 -2.16 -11.00
H 3.52 -3.18 -9.37
H 3.86 -2.77 -6.98
H 2.76 -1.79 -7.83
H 4.43 0.08 -7.91
H 5.61 -1.04 -7.39
H 5.14 0.70 -4.29
H 5.41 1.35 -5.87
H 6.34 -0.11 -5.45
C 2.10 -0.99 -3.56
O 1.57 -1.24 -2.20
C 0.14 -1.05 -2.16
C -0.35 -0.82 -0.72
N 0.10 -1.95 0.15
C 0.06 -1.56 1.55
C -1.37 -1.33 2.06
O -2.04 -0.15 1.56
C -1.57 1.10 2.08
H 3.18 -0.81 -3.54
H 1.59 -0.11 -3.95
H 1.94 -1.77 -4.30
H -0.61 -1.72 -2.58
H -0.21 -0.20 -2.74
H -1.42 -1.00 -0.76
H -0.04 0.17 -0.39
H 0.99 -2.30 -0.17
H 0.60 -0.66 1.87
H 0.35 -2.48 2.06
H -1.36 -1.16 3.14
H -1.94 -2.23 1.81
H -1.75 1.37 3.11
H -2.00 1.88 1.46
H -0.48 1.08 1.94
C 3.68 0.63 12.19
O 2.38 0.29 11.66
C 2.27 -1.14 11.44
C 0.77 -1.46 11.22
N 0.61 -2.86 10.86
C 0.82 -3.17 9.51
C -0.02 -2.46 8.41
O 0.25 -3.17 7.19
C -0.72 -3.01 6.20
H 4.31 -0.16 12.58
H 3.63 1.56 12.76
H 4.12 1.00 11.26
H 2.74 -1.66 12.28
H 2.89 -1.34 10.58
H 0.39 -0.76 10.48
H 0.31 -1.26 12.19
H -0.26 -3.29 11.13
H 0.69 -4.24 9.63
H 1.87 -3.00 9.25
H 0.39 -1.46 8.39
H -1.06 -2.35 8.75
H -0.64 -1.96 5.94
H -1.72 -3.25 6.56
H -0.50 -3.70 5.39
C -5.12 -1.29 0.72
O -6.04 -0.14 0.59
C -5.64 1.04 1.35
C -6.77 2.15 1.30
N -7.18 2.47 -0.05
C -8.29 3.34 -0.16
C -7.82 4.80 -0.13
O -7.76 5.30 1.18
C -6.91 6.48 1.29
H -5.18 -1.62 1.76
H -4.09 -1.16 0.37
H -5.57 -2.01 0.05
H -4.76 1.45 0.84
H -5.45 0.73 2.37
H -6.39 3.09 1.73
H -7.56 1.72 1.90
H -7.38 1.62 -0.56
H -8.94 3.12 0.69
H -8.82 2.97 -1.04
H -8.47 5.40 -0.77
H -6.91 4.76 -0.72
H -7.21 7.29 0.62
H -5.86 6.19 1.19
H -7.09 6.73 2.34
C -2.48 0.42 11.04
O -1.55 1.50 10.79
C -0.87 1.50 9.52
C 0.09 2.67 9.33
N 0.17 3.25 8.02
C -0.86 4.10 7.71
C -0.84 4.56 6.20
O -1.21 3.44 5.38
C -2.58 3.18 5.41
H -2.94 0.61 12.01
H -1.96 -0.52 10.91
H -3.19 0.62 10.23
H -1.73 1.66 8.87
H -0.44 0.52 9.37
H 1.02 2.17 9.59
H 0.00 3.46 10.07
H 0.57 2.58 7.37
H -0.71 5.02 8.27
H -1.86 3.74 7.98
H 0.15 4.70 5.75
H -1.42 5.47 6.05
H -2.74 2.59 4.50
H -3.34 3.95 5.43
H -2.87 2.51 6.22
C -2.49 -1.95 -5.74
O -1.91 -0.97 -6.65
C -0.78 -0.21 -6.14
C -0.20 0.66 -7.28
N -0.67 2.07 -7.27
C -0.11 2.87 -8.36
C -0.59 4.26 -8.40
O -1.27 4.36 -9.70
C -2.14 5.55 -9.86
H -3.44 -2.32 -6.15
H -2.72 -1.54 -4.76
H -1.85 -2.79 -5.48
H -0.07 -0.95 -5.79
H -1.23 0.32 -5.30
H -0.36 0.02 -8.15
H 0.87 0.65 -7.07
H -1.67 2.10 -7.38
H -0.08 2.41 -9.34
H 0.98 2.92 -8.26
H 0.14 5.06 -8.33
H -1.17 4.42 -7.49
H -2.61 5.44 -10.83
H -1.46 6.40 -9.97
H -2.73 5.58 -8.94
C 4.03 3.90 -5.84
O 2.66 4.08 -5.31
C 2.16 2.98 -4.58
C 0.71 3.36 -4.12
N 0.31 3.23 -2.73
C 1.23 3.83 -1.67
C 0.70 3.67 -0.21
O -0.14 4.76 0.08
C -0.54 4.62 1.47
H 4.34 4.76 -6.44
H 3.97 3.06 -6.52
H 4.79 3.91 -5.06
H 2.85 2.66 -3.80
H 2.17 2.14 -5.27
H 0.07 2.71 -4.71
H 0.38 4.36 -4.39
H -0.66 3.49 -2.60
H 1.44 4.89 -1.82
H 2.15 3.24 -1.70
H 1.51 3.58 0.51
H 0.15 2.73 -0.15
H -1.57 4.27 1.52
H -0.81 5.57 1.94
H -0.01 3.96 2.16

=====

(5)
16
Properties=species:S:1:pos:R:3 method="wB97M-V/def2-TZVPD" gap_ev=9.31 e_lumo_ev=0.39 e_above_lowest_kj_mol=91.9 mol_weight_g_mol=134.4
B 1.37 1.09 -0.07
C 0.15 -1.43 0.44
C -1.42 -1.35 0.13
C 0.31 0.05 0.48
C -1.36 -0.01 -0.52
O 1.16 2.37 0.36
O 2.42 0.78 -0.83
Cl -2.58 1.09 -0.07
H 0.48 -1.96 1.31
H 0.47 -1.95 -0.45
H -1.70 -2.21 -0.50
H -1.94 -1.42 1.05
H -0.01 0.55 1.37
H -1.19 -0.20 -1.52
H 0.93 3.02 -0.29
H 2.93 1.59 -0.90

=====

(6)
10
Properties=species:S:1:pos:R:3 method="wB97M-V/def2-TZVPD" gap_ev="6.21 / 6.45" e_lumo_ev="6.68 / 6.68" total_charge=-2 e_above_lowest_kj_mol=722.5 mol_weight_g_mol=151.1
C -0.12 -0.49 -0.25
C -1.24 -0.97 -0.83
N 2.60 -0.93 -0.53
O -0.73 0.09 -1.50
O 0.64 1.99 0.09
O -1.98 -1.88 -1.09
O 0.49 0.59 2.08
O -1.57 1.33 0.95
S -0.15 0.98 0.77
H 2.05 -0.71 0.30

=====

(7)
70
Properties=species:S:1:pos:R:3 method="wB97M-V/def2-TZVPD" gap_ev=6.52 e_lumo_ev=-3.81 total_charge=+1 mol_weight_g_mol=448.5
C 3.67 1.59 -0.57
C 2.26 1.05 -0.69
Cl 2.21 -0.65 -0.13
C 1.19 1.80 0.09
Cl 1.54 3.57 0.08
N -0.11 1.61 -0.53
C -1.17 1.58 0.35
N -1.80 2.76 0.70
N -1.65 0.50 0.87
N -2.80 0.53 1.64
C -1.02 -0.81 0.65
C -1.19 -1.33 -0.75
O -0.46 -2.17 -1.21
F -2.16 -0.75 -1.43
H 3.86 2.28 -1.37
H 4.37 0.78 -0.70
H 3.88 2.04 0.38
H 2.00 1.02 -1.73
H 1.20 1.48 1.12
H -0.11 0.85 -1.21
H -1.13 3.37 1.16
H -2.08 3.22 -0.16
H -2.77 1.27 2.33
H -2.92 -0.36 2.10
H 0.04 -0.71 0.80
H -1.37 -1.53 1.36
C 1.55 -1.27 -3.79
C 0.50 -0.25 -4.19
N 0.97 0.71 -5.16
C 0.08 1.85 -5.32
C -1.33 1.60 -5.88
C 1.51 0.15 -6.38
C 0.61 -0.78 -7.21
H 2.47 -0.77 -3.46
H 1.18 -1.87 -2.97
H 1.80 -1.94 -4.60
H 0.21 0.32 -3.28
H -0.41 -0.78 -4.52
H 0.58 2.59 -5.95
H -0.03 2.33 -4.34
H -1.31 1.39 -6.94
H -1.94 2.50 -5.74
H -1.83 0.78 -5.37
H 2.42 -0.40 -6.12
H 1.86 0.97 -7.01
H 0.10 -1.52 -6.59
H 1.22 -1.32 -7.93
H -0.14 -0.23 -7.78
C -2.64 -0.06 6.18
C -1.84 -0.70 5.05
N -0.42 -0.48 5.16
C 0.32 -0.81 3.96
C 0.33 -2.28 3.50
C 0.19 -0.90 6.42
C 0.04 -2.36 6.84
H -2.41 1.00 6.27
H -3.71 -0.16 5.98
H -2.45 -0.54 7.14
H -2.18 -0.25 4.11
H -2.10 -1.77 4.99
H 1.35 -0.47 4.08
H -0.10 -0.20 3.15
H 0.98 -2.90 4.11
H 0.72 -2.32 2.48
H -0.67 -2.71 3.49
H -0.22 -0.27 7.22
H 1.25 -0.64 6.39
H -0.99 -2.72 6.72
H 0.29 -2.47 7.89
H 0.70 -3.02 6.28

=====

(8)
18
Properties=species:S:1:pos:R:3 method="wB97M-V/def2-TZVPD" gap_ev=9.06 e_lumo_ev=3.23 total_charge=-1 e_above_lowest_kj_mol=61.9 mol_weight_g_mol=179.2
C -1.04 0.19 2.64
C -2.90 -0.03 0.92
C -1.41 -0.41 1.30
C -0.48 -0.08 0.18
N 0.35 -0.89 -0.39
N -0.51 1.25 -0.11
O -1.53 1.42 2.94
O -3.12 1.21 0.98
O -0.48 -0.49 3.44
O -3.64 -0.98 0.67
S 2.94 -1.38 -2.48
H -1.42 -1.58 1.27
H 0.10 -1.80 0.00
H 2.19 -1.73 -1.33
H -2.30 1.57 2.05
H -1.39 1.70 0.27
H -0.35 1.52 -1.11
H 2.75 -0.05 -2.48